No. 1
{"formula": "C20H24F3N2", "method": "wB97M-V/def2-TZVPD", "lumo_ev": -5.00, "charge": 1, "mol_weight_g_mol": 349.4, "e_tot_ha": -1185.36423, "orbital_gap_ha": 0.21837, "relative_energy_kj_mol": 57.62, "elements": ["C", "N", "C", "C", "C", "C", "C", "C", "C", "F", "F", "F", "C", "C", "H", "H", "H", "H", "H", "H", "H", "H", "H", "H", "H", "C", "C", "C", "C", "C", "C", "C", "C", "N", "C", "C", "H", "H", "H", "H", "H", "H", "H", "H", "H", "H", "H", "H", "H"], "xyz": [[0.74, -1.51, -2.88], [-0.41, -1.49, -1.97], [-1.17, -2.75, -1.89], [-0.92, -0.34, -1.56], [-2.22, -0.22, -0.91], [-2.52, -1.01, 0.23], [-3.77, -0.96, 0.83], [-4.72, -0.07, 0.34], [-6.06, 0.00, 1.01], [-6.65, 1.23, 0.89], [-6.93, -0.92, 0.48], [-5.97, -0.27, 2.35], [-4.48, 0.71, -0.79], [-3.24, 0.65, -1.40], [0.96, -2.54, -3.14], [0.51, -0.96, -3.81], [1.64, -1.05, -2.43], [-0.67, -3.47, -2.54], [-1.22, -3.16, -0.87], [-2.20, -2.62, -2.26], [-0.38, 0.57, -1.86], [-1.76, -1.68, 0.63], [-4.01, -1.58, 1.70], [-5.26, 1.39, -1.15], [-3.05, 1.26, -2.29], [3.89, 2.50, -1.91], [3.98, 1.10, -2.01], [3.45, 0.29, -1.00], [2.83, 0.87, 0.10], [2.32, 0.02, 1.25], [3.28, -0.03, 2.47], [2.35, 0.03, 3.70], [0.93, 0.32, 3.17], [1.10, 0.58, 1.75], [2.71, 2.26, 0.20], [3.25, 3.08, -0.79], [4.31, 3.14, -2.69], [4.45, 0.64, -2.88], [3.49, -0.81, -1.06], [2.14, -1.01, 0.88], [3.91, -0.92, 2.45], [3.93, 0.85, 2.47], [2.37, -0.92, 4.23], [2.70, 0.80, 4.39], [0.28, -0.56, 3.33], [0.50, 1.18, 3.70], [0.28, 0.53, 1.16], [2.16, 2.69, 1.05], [3.16, 4.17, -0.71]]}

=====

No. 2
{"formula": "C26H22N4O2SbSn", "method": "wB97M-V/def2-TZVPD", "lumo_ev": [-12.07, -12.66], "charge": 3, "mol_weight_g_mol": 663.0, "e_tot_ha": -1827.00164, "orbital_gap_ha": [0.21107, 0.18328], "relative_energy_kj_mol": 0.00, "elements": ["Sn", "C", "C", "C", "C", "C", "C", "N", "Sb", "C", "C", "C", "C", "C", "C", "N", "C", "C", "C", "C", "C", "C", "N", "H", "H", "H", "H", "H", "H", "H", "H", "H", "H", "H", "H", "H", "H", "H", "H", "H", "H", "O", "C", "N", "C", "O", "C", "C", "C", "C", "C", "C", "H", "H", "H", "H"], "xyz": [[0.40, -0.70, -0.92], [3.28, -2.22, -2.40], [4.00, -1.35, -1.42], [5.39, -1.32, -1.33], [6.02, -0.50, -0.41], [5.26, 0.30, 0.43], [3.90, 0.21, 0.25], [3.28, -0.55, -0.61], [2.51, 1.35, 1.46], [1.28, 2.41, 0.04], [1.22, 3.78, 0.16], [0.50, 4.49, -0.80], [-0.09, 3.79, -1.83], [0.02, 2.40, -1.90], [-0.58, 1.65, -3.05], [0.69, 1.72, -0.95], [1.16, -0.09, 2.33], [0.95, -0.06, 3.69], [0.19, -1.09, 4.23], [-0.25, -2.11, 3.41], [0.02, -2.08, 2.04], [-0.38, -3.20, 1.13], [0.70, -1.04, 1.51], [3.98, -2.82, -2.97], [2.60, -2.89, -1.89], [2.71, -1.61, -3.11], [5.98, -1.96, -1.98], [7.10, -0.49, -0.34], [5.71, 0.96, 1.16], [1.73, 4.30, 0.97], [0.44, 5.57, -0.75], [-0.64, 4.31, -2.60], [-0.50, 2.24, -3.96], [-0.08, 0.70, -3.22], [-1.64, 1.46, -2.88], [1.36, 0.72, 4.31], [-0.01, -1.12, 5.29], [-0.80, -2.94, 3.82], [-0.70, -4.06, 1.70], [-1.22, -2.91, 0.49], [0.46, -3.50, 0.50], [-2.13, -1.24, -2.07], [-2.55, -0.69, -1.07], [-1.72, -0.12, -0.13], [-2.43, 0.41, 0.94], [-1.98, 0.93, 1.92], [-3.89, 0.20, 0.63], [-5.02, 0.57, 1.34], [-6.23, 0.26, 0.75], [-6.31, -0.44, -0.51], [-5.16, -0.81, -1.22], [-3.96, -0.49, -0.63], [-4.96, 1.08, 2.29], [-7.15, 0.56, 1.25], [-7.28, -0.69, -0.91], [-5.22, -1.31, -2.17]]}

=====

No. 3
{"formula": "C4H9NO2", "method": "wB97M-V/def2-TZVPD", "lumo_ev": -0.26, "mol_weight_g_mol": 103.1, "e_tot_ha": -362.90132, "orbital_gap_ha": 0.31268, "relative_energy_kj_mol": 483.65, "elements": ["N", "C", "O", "C", "C", "C", "O", "H", "H", "H", "H", "H", "H", "H", "H", "H"], "xyz": [[1.59, 0.70, 1.17], [1.24, -0.61, 1.28], [1.58, -1.34, 2.18], [0.33, -1.11, 0.12], [-0.97, -0.43, 0.27], [-1.06, 0.90, -0.33], [0.04, 1.34, -1.14], [2.26, 1.05, 1.84], [1.40, 1.21, 0.32], [0.85, -0.90, -0.83], [0.24, -2.19, 0.27], [-1.98, -1.69, -1.98], [-2.14, -1.64, -1.25], [-2.00, 0.95, -0.90], [-1.20, 1.56, 0.54], [-0.20, 2.18, -1.57]]}

=====

No. 4
{"formula": "C2H7OS2", "method": "wB97M-V/def2-TZVPD", "lumo_ev": 3.37, "charge": -1, "mol_weight_g_mol": 111.2, "e_tot_ha": -951.98450, "orbital_gap_ha": 0.22164, "relative_energy_kj_mol": 200.40, "elements": ["C", "O", "H", "H", "H", "C", "S", "S", "H", "H", "H", "H"], "xyz": [[0.39, -2.92, -0.77], [0.99, -2.03, 0.06], [-0.50, -2.49, -1.30], [1.07, -3.30, -1.57], [0.00, -3.83, -0.26], [-0.75, -0.26, 1.19], [-0.52, 1.52, 0.86], [0.16, 1.45, -1.13], [-0.02, -0.90, 0.55], [-1.80, -0.51, 1.08], [-0.45, -0.43, 2.23], [1.42, 1.84, -0.87]]}